# 1
DFT (the ωB97M-V functional and the def2-TZVPD basis) results for a structure of composition C26H46AlIN9.

Results
M: 638.60 g mol⁻¹
Gap between HOMO and LUMO: 6.1 eV
Charge: -1
ΔE to the lowest compared entry with this formula, charge and spin: 21.7 kJ/mol

Last column: Löwdin charge in e.
CARTESIAN COORDINATES (ANGSTROEM)
C (4.89260, -2.00370, 1.14364)  -0.12
C (4.41027, -0.54708, 0.84380)  -0.24
C (2.87666, -0.49480, 1.05812)  -0.29
C (2.11188, 0.61440, 0.27482)  -0.42
C (2.98536, 1.80029, -0.20311)  -0.19
Al (0.52927, 1.43794, 1.24768)  0.18
C (-0.97584, 0.14149, 1.73477)  -0.81
I (-0.30386, -1.80200, 2.41405)  0.70
C (-2.05841, 0.00040, 0.63928)  -0.43
C (-1.58002, -0.70810, -0.62553)  -0.15
H (5.55557, -2.32463, 0.33068)  0.05
H (5.48533, -2.07545, 2.05831)  0.05
H (4.07109, -2.72090, 1.17577)  0.05
H (4.72475, -0.33152, -0.17103)  0.09
H (4.87157, 0.09469, 1.59918)  0.07
H (2.47928, -1.44546, 0.70804)  0.03
H (2.69268, -0.46082, 2.13896)  0.06
H (1.69660, 0.13330, -0.62183)  0.06
H (3.20865, 2.43673, 0.65564)  0.06
H (2.36089, 2.38779, -0.87957)  0.03
H (3.87393, 1.51753, -0.76867)  0.05
H (1.00300, 2.25243, 2.57267)  -0.09
H (-0.07574, 2.57743, 0.24903)  -0.07
H (-1.50164, 0.57674, 2.59053)  0.00
H (-2.86473, -0.60820, 1.07828)  0.07
H (-2.48166, 0.98574, 0.43747)  0.08
H (-0.98145, -0.04727, -1.25037)  0.07
H (-1.08148, -1.64909, -0.41314)  0.02
H (-2.47076, -0.97222, -1.21144)  0.04
C (3.94119, -0.80213, 5.06255)  -0.08
C (4.85454, 0.12873, 4.39042)  -0.28
N (5.57248, 0.85428, 3.88376)  0.13
H (4.14655, -0.81683, 6.13753)  0.01
H (2.91054, -0.48860, 4.90228)  0.08
H (4.07329, -1.80469, 4.65961)  0.08
C (3.94939, -4.67838, -1.44447)  -0.07
C (3.05281, -3.52403, -1.51863)  -0.27
N (2.36285, -2.61647, -1.56433)  0.18
H (4.52289, -4.75953, -2.36585)  0.08
H (4.63333, -4.55599, -0.60632)  0.07
H (3.36825, -5.58771, -1.30338)  0.08
C (-5.50334, -0.16005, -2.03805)  -0.09
C (-4.58716, 0.78553, -2.68005)  -0.27
N (-3.86360, 1.51804, -3.17590)  0.15
H (-5.29441, -0.20728, -0.97081)  0.08
H (-6.53169, 0.15909, -2.18704)  0.07
H (-5.37328, -1.14650, -2.46896)  0.04
C (2.53539, 3.61290, -3.96394)  -0.08
C (3.53523, 3.96458, -2.95246)  -0.30
N (4.31011, 4.23498, -2.16144)  0.13
H (1.69787, 4.30732, -3.91767)  0.03
H (2.98329, 3.65774, -4.95498)  0.07
H (2.16982, 2.60413, -3.78001)  0.08
C (-3.08993, 4.96693, -3.81504)  -0.09
C (-1.68087, 4.89710, -4.21456)  -0.26
N (-0.58310, 4.84251, -4.52910)  0.13
H (-3.18271, 5.50432, -2.87592)  0.05
H (-3.66186, 5.48549, -4.58309)  0.08
H (-3.48742, 3.96147, -3.68667)  0.03
C (-3.33131, 4.30938, 1.43627)  -0.06
C (-3.97515, 4.41921, 0.12767)  -0.26
N (-4.44963, 4.50495, -0.90853)  0.13
H (-4.08211, 4.21872, 2.21909)  0.08
H (-2.69179, 3.42648, 1.44090)  0.07
H (-2.72076, 5.18897, 1.62721)  0.09
C (-5.85606, -4.55003, -1.64869)  -0.05
C (-6.74116, -3.38319, -1.67469)  -0.27
N (-7.43122, -2.47223, -1.69489)  0.14
H (-5.28458, -4.60422, -2.57333)  0.05
H (-5.16508, -4.47595, -0.81127)  0.09
H (-6.44757, -5.45712, -1.54331)  0.08
C (-4.67502, -3.51351, -5.63015)  -0.06
C (-3.83179, -4.50597, -4.95758)  -0.29
N (-3.17916, -5.27796, -4.42487)  0.13
H (-4.59907, -3.63670, -6.70829)  0.08
H (-5.71257, -3.64442, -5.32755)  0.08
H (-4.34777, -2.51073, -5.36119)  0.08
C (4.01171, 0.12150, 9.75010)  -0.06
C (3.62602, -0.80431, 8.68397)  -0.25
N (3.32423, -1.51752, 7.84335)  0.15
H (3.24912, 0.12624, 10.52604)  0.08
H (4.96049, -0.19011, 10.18187)  0.08
H (4.11593, 1.12591, 9.34437)  0.08


# 2
DFT (the ωB97M-V functional and the def2-TZVPD basis) results for a cluster of 11 separate species, C19H60N6O19 in total.

Results
SMILES: NC(N)=O.NC(N)=O.NC(N)=O.OCCO.OCCO.OCCO.OCCO.OCCO.OCCO.OCCO.OCCO
M: 676.71 g mol⁻¹
Gap between HOMO and LUMO: 9.8 eV
Charge: 0
ΔE to the lowest compared entry with this formula, charge and spin: 71.3 kJ/mol

Last column: Löwdin charge in e.
CARTESIAN COORDINATES (ANGSTROEM)
C (2.46302, 1.03298, -1.96073)  -0.65
O (2.61633, 1.15870, -3.21331)  -0.03
N (2.17399, 2.08294, -1.20138)  0.20
N (2.61165, -0.14505, -1.31966)  0.18
H (1.80328, 2.83522, -1.74156)  0.09
H (1.89837, 1.91366, -0.26886)  0.06
H (2.64411, -0.27669, -0.32531)  0.07
H (3.27062, -0.88295, -1.69861)  0.14
C (0.18705, 4.61733, 0.25633)  -0.61
O (0.95188, 4.73819, 1.21334)  -0.01
N (0.64952, 4.98815, -1.01108)  0.15
N (-1.10322, 4.16318, 0.36061)  0.19
H (-0.05579, 5.16688, -1.70598)  0.06
H (1.47974, 5.61394, -1.00879)  0.13
H (-1.80185, 4.23995, -0.35073)  0.06
H (-1.49534, 3.98499, 1.28843)  0.11
C (2.69662, 2.95097, 3.53593)  -0.71
O (3.05565, 2.02565, 4.25884)  0.01
N (3.05922, 3.04295, 2.24089)  0.16
N (2.08528, 4.07644, 4.03559)  0.17
H (3.55133, 2.20119, 1.83966)  0.13
H (2.66048, 3.65972, 1.53074)  0.07
H (1.96146, 4.93445, 3.55672)  0.09
H (1.62687, 3.93631, 4.90322)  0.07
C (-0.83589, 2.07821, 5.21389)  -0.22
C (-0.21281, 1.79644, 3.90674)  -0.26
O (-0.38758, 2.75418, 2.89825)  -0.08
O (-0.18352, 3.21606, 5.81617)  -0.08
H (-0.81606, 1.21353, 5.86327)  0.12
H (-1.89368, 2.37059, 5.06213)  0.13
H (-0.66800, 0.86555, 3.51073)  0.13
H (0.85368, 1.55747, 4.06997)  0.11
H (0.35061, 3.34832, 2.72570)  0.04
H (-0.87308, 3.72935, 6.27628)  0.10
C (-3.10394, 3.04481, -2.41243)  -0.28
C (-2.63133, 4.06116, -3.44474)  -0.22
O (-2.06937, 5.15706, -2.73858)  -0.10
O (-3.48161, 1.90988, -3.07078)  -0.09
H (-3.96389, 3.49296, -1.81252)  0.15
H (-2.21711, 2.84946, -1.72444)  0.11
H (-3.49540, 4.37964, -4.05913)  0.14
H (-1.83630, 3.58833, -4.02384)  0.11
H (-2.48351, 6.01928, -2.94490)  0.11
H (-2.73750, 1.28190, -3.08688)  0.06
C (-0.52374, 0.94069, -4.84046)  -0.24
C (0.13158, -0.47336, -5.03385)  -0.23
O (0.90623, -0.94633, -3.96992)  -0.11
O (-1.18205, 0.95758, -3.62886)  -0.10
H (-1.25932, 1.06011, -5.62950)  0.12
H (0.20452, 1.76131, -4.92529)  0.12
H (0.71367, -0.44790, -6.03253)  0.15
H (-0.75517, -1.15812, -5.03981)  0.13
H (1.63564, -0.31577, -3.70615)  0.06
H (-0.65166, 0.40510, -3.00995)  0.11
C (-0.12079, -4.75553, 3.14320)  -0.22
C (-0.70899, -4.92914, 1.76262)  -0.24
O (-0.09999, -6.07520, 1.17410)  -0.07
O (-0.67046, -3.66240, 3.90324)  -0.05
H (0.91015, -4.45970, 3.00505)  0.10
H (-0.21158, -5.66825, 3.70295)  0.12
H (-0.63143, -4.06500, 1.13366)  0.09
H (-1.83496, -4.96531, 1.90008)  0.15
H (-0.53902, -6.92181, 1.35553)  0.11
H (-0.74950, -2.93742, 3.31601)  0.03
C (3.36970, -1.50753, 2.97062)  -0.21
C (4.20702, -2.76170, 2.89497)  -0.23
O (4.63599, -2.99007, 1.55828)  -0.07
O (2.43765, -1.40831, 1.87567)  -0.11
H (3.96160, -0.61106, 2.98666)  0.10
H (2.69345, -1.52257, 3.85838)  0.14
H (3.60925, -3.65997, 3.12378)  0.12
H (5.00669, -2.69690, 3.67912)  0.14
H (5.44123, -2.48390, 1.41093)  0.10
H (2.77299, -1.96796, 1.14182)  0.07
C (-0.65354, -1.11399, -0.08762)  -0.28
C (-0.80410, 0.32411, 0.09064)  -0.24
O (0.36766, 0.85034, 0.66170)  -0.06
O (-0.65797, -1.71473, 1.17472)  -0.07
H (0.29188, -1.43829, -0.59401)  0.13
H (-1.51807, -1.31342, -0.76411)  0.14
H (-1.61004, 0.32027, 0.89576)  0.16
H (-1.14090, 0.81381, -0.80306)  0.09
H (0.16451, 1.42448, 1.36153)  0.02
H (0.28691, -1.54511, 1.42799)  0.08
C (2.61322, -4.70560, -0.70927)  -0.15
C (2.17677, -4.46873, -2.17590)  -0.20
O (2.70580, -3.20776, -2.63293)  -0.09
O (2.42923, -6.14370, -0.30439)  -0.09
H (1.91953, -4.21433, -0.01265)  0.10
H (3.65948, -4.52724, -0.47114)  0.10
H (1.11827, -4.49798, -2.29777)  0.11
H (2.51155, -5.17581, -2.87934)  0.10
H (2.04303, -2.64086, -3.03508)  0.04
H (1.75750, -6.21168, 0.33883)  0.00
C (-5.73051, -0.67608, -1.76288)  -0.26
C (-6.01035, -2.13305, -2.06956)  -0.25
O (-5.07830, -2.85217, -2.92499)  -0.09
O (-5.65058, 0.05957, -2.95478)  -0.07
H (-4.79362, -0.72435, -1.23747)  0.11
H (-6.62355, -0.34225, -1.22886)  0.12
H (-7.05257, -2.26763, -2.43543)  0.12
H (-5.93620, -2.78773, -1.14936)  0.13
H (-4.89283, -2.24754, -3.67479)  0.08
H (-4.89491, 0.65057, -3.06534)  0.04


# 3
DFT (the ωB97M-V functional and the def2-TZVPD basis) results for a cluster of 3 separate species, C2H10NO4 in total.

Results
M: 112.10 g mol⁻¹
<S²>: 0.75
Gap between HOMO and LUMO (alpha / beta): 4.0 / 10.7 eV
Charge: 0
2S+1: 2
ΔE to the lowest compared entry with this formula, charge and spin: 0.0 kJ/mol

Last column: Löwdin charge in e.
CARTESIAN COORDINATES (ANGSTROEM)
O (-1.37786, -0.95429, 2.82662)  0.08
C (-0.74275, -0.55772, 1.88171)  -0.57
O (-0.63909, 0.78053, 1.64297)  0.04
C (0.12826, -1.21878, 0.85285)  -0.13
N (-0.41289, -0.85368, -0.55432)  0.10
H (-0.92998, 1.35038, 2.36720)  0.12
H (1.16982, -0.83847, 0.92429)  0.10
H (0.11283, -2.33048, 0.92559)  0.12
H (-0.15810, 0.11901, -0.73196)  0.05
H (-0.03163, -1.42712, -1.33028)  0.04
H (-1.42957, -0.99468, -0.54922)  0.10
H (-1.23034, 2.30470, -1.95070)  0.04
H (-0.55602, 1.15577, -2.83365)  0.04
O (-1.02350, 1.36128, -1.98721)  -0.13
H (3.04754, 0.22272, -0.61983)  0.04
H (1.90251, 1.39217, -0.52797)  0.04
O (2.17079, 0.48866, -0.33612)  -0.09


# 4
DFT (the ωB97M-V functional and the def2-TZVPD basis) results for a cluster of 11 separate species, C5H29NO12 in total.

Results
M: 295.28 g mol⁻¹
<S²>: 0.75
Gap between HOMO and LUMO (alpha / beta): 2.3 / 7.2 eV
Charge: -1
2S+1: 2
ΔE to the lowest compared entry with this formula, charge and spin: 343.1 kJ/mol

Last column: Löwdin charge in e.
CARTESIAN COORDINATES (ANGSTROEM)
C (1.02775, -1.56308, 1.31196)  -0.39
N (0.25398, -1.43496, 0.16517)  0.07
C (-3.51059, -0.01398, 0.52379)  -0.12
C (-2.08084, 0.06967, 0.02787)  -0.24
C (-1.23953, -1.33135, 0.15879)  -0.25
C (-1.76516, -2.35612, -0.85192)  -0.40
O (-2.40637, -3.21416, -0.36949)  -0.09
O (0.49762, -1.55383, 2.37986)  0.00
H (2.05291, -1.85760, 0.98646)  0.13
H (0.69325, -1.29177, -0.77942)  0.09
H (-4.12430, -0.73290, 0.08215)  0.04
H (-3.47710, 0.11545, 1.71226)  0.12
H (-3.91703, 0.88005, 0.11392)  0.04
H (-2.03008, 0.37834, -1.02426)  0.08
H (-1.51374, 0.91335, 0.52903)  0.07
H (-1.52463, -1.61480, 1.18144)  0.10
H (-1.43516, -2.37052, -1.90550)  0.07
H (-0.10175, 3.46295, 0.18480)  0.00
H (-1.32173, 2.80146, -0.29442)  0.09
O (-0.49456, 3.32226, -0.68570)  -0.13
H (-1.23512, -4.18720, 1.94845)  0.02
H (-2.44430, -3.54909, 1.35253)  0.02
O (-1.93414, -3.59147, 2.22313)  -0.12
H (0.23216, 0.39664, -2.38520)  0.06
H (1.03395, -0.37001, -3.49036)  0.04
O (0.58323, -0.53651, -2.65179)  -0.13
H (1.28553, -2.60411, -2.66861)  -0.02
H (1.19065, -3.54670, -1.42050)  0.03
O (1.77093, -3.09128, -2.03461)  -0.06
H (2.45678, 3.55191, 0.75255)  0.03
H (2.46091, 2.11663, 0.40921)  -0.01
O (2.78703, 2.98717, 0.04930)  -0.11
H (-0.70143, 0.02202, 2.42876)  -0.07
H (-0.62312, 0.34393, 3.96024)  0.15
O (-0.89856, 0.68836, 2.99815)  -0.06
H (0.74896, 2.80789, -3.63890)  0.08
H (-0.24254, 2.69017, -2.44120)  -0.01
O (0.15062, 2.16025, -3.14527)  -0.11
H (0.07242, 1.86814, 2.29193)  -0.01
H (1.21333, 1.56690, 1.71992)  -0.02
O (0.59976, 2.27104, 1.60663)  -0.08
H (2.36034, 1.09609, -1.63772)  0.09
H (3.75796, 1.60968, -1.37446)  0.05
O (3.23728, 0.82236, -1.15850)  -0.11
H (3.55034, 0.83521, 1.21223)  0.11
H (2.41911, 0.40332, 0.37461)  -0.01
O (2.58499, 0.63022, 1.27265)  -0.08